Version P
This record from the Open Molecules 2025 dataset describes a single C3H4FN molecule. The level of theory is ωB97M-V/def2-TZVPD.

- E_LUMO (alpha / beta): -0.00737 / -0.01471 hartree
- SMILES: C=NC(=C)F
- Net charge: 0
- Orbital gap (alpha / beta): 8.75 / 7.68 eV

Atoms and positions in Å:
C -1.812 0.104 -0.032
N -0.698 -0.519 -0.208
C 0.337 0.167 0.094
C 1.833 -0.491 0.051
F 0.387 1.546 0.207
H -2.585 -0.303 -0.614
H -2.031 1.009 0.629
H 2.652 0.055 -0.275
H 1.918 -1.568 0.147

Here is what natural (NBO) gives for the atomic charges, in e: number 1, C, carries -0.068; number 2, N, carries -0.478; number 3, C, carries 0.547; number 4, C, carries -0.376; number 5, F, carries -0.347; number 6, H, carries 0.170; number 7, H, carries 0.177; number 8, H, carries 0.183; number 9, H, carries 0.191


Version Q
This record from the Open Molecules 2025 dataset describes a molecular structure, C3H4FN. The level of theory is ωB97M-V/def2-TZVPD.

- E_LUMO (alpha / beta): -0.00249 / -0.02144 hartree
- Net charge: 0
- Orbital gap (alpha / beta): 9.14 / 6.64 eV

Atoms and positions in Å:
C -1.672 0.218 0.918
C 1.224 0.022 -1.461
C 0.243 -0.349 0.589
N 1.186 -0.105 -0.222
F 0.402 -1.169 1.628
H -2.090 -0.002 1.938
H -1.706 1.245 0.476
H 0.411 -0.429 -2.093
H 2.000 0.569 -1.773

Here is what natural (NBO) gives for the atomic charges, in e: number 1, C, carries -0.428; number 2, C, carries -0.078; number 3, C, carries 0.620; number 4, N, carries -0.477; number 5, F, carries -0.329; number 6, H, carries 0.181; number 7, H, carries 0.162; number 8, H, carries 0.173; number 9, H, carries 0.175


Version R
This record from the Open Molecules 2025 dataset describes 2 unconnected molecules or ions with the total composition C3H4FN. The level of theory is ωB97M-V/def2-TZVPD.

- E_LUMO (alpha / beta): -0.05424 / -0.05423 hartree
- Net charge: 0
- Orbital gap (alpha / beta): 10.14 / 10.14 eV

Atoms and positions in Å:
C 0.129 0.032 2.412
C -0.472 0.474 0.251
C 0.561 -0.239 -0.521
N 0.585 -0.397 3.372
F 0.559 0.327 -1.785
H -1.439 0.152 0.306
H -0.481 1.587 0.477
H 0.467 -1.248 -0.521
H 1.617 -0.199 0.001

Here is what natural (NBO) gives for the atomic charges, in e: number 1, C, carries 0.122; number 2, C, carries -0.113; number 3, C, carries -0.040; number 4, N, carries -0.459; number 5, F, carries -0.336; number 6, H, carries 0.193; number 7, H, carries 0.242; number 8, H, carries 0.188; number 9, H, carries 0.202


Version S
This record from the Open Molecules 2025 dataset describes a single C3H4FN molecule. The level of theory is ωB97M-V/def2-TZVPD.

- E_LUMO: 0.02999 hartree
- SMILES: N#CCCF
- Net charge: 0
- Orbital gap: 13.15 eV

Atoms and positions in Å:
N -1.635 1.892 -0.416
C -1.040 0.965 -0.622
C -0.100 -0.209 -0.667
C 0.391 -0.430 0.774
F 1.725 -0.990 0.790
H -0.589 -0.958 -1.209
H 0.862 0.031 -1.180
H -0.136 -0.965 1.465
H 0.523 0.663 1.066

Here is what natural (NBO) gives for the atomic charges, in e: number 1, N, carries -0.311; number 2, C, carries 0.273; number 3, C, carries -0.531; number 4, C, carries 0.069; number 5, F, carries -0.380; number 6, H, carries 0.244; number 7, H, carries 0.269; number 8, H, carries 0.186; number 9, H, carries 0.181


Quick one: most stable of them? version S


Version P
This record from the Open Molecules 2025 dataset describes 2 unconnected molecules or ions with the total composition C2H3BrO2. The level of theory is ωB97M-V/def2-TZVPD.

- E_LUMO: -0.04807 hartree
- Net charge: 0
- Orbital gap: 9.04 eV

Atoms and positions in Å:
C 0.516 -0.007 -0.053
C -0.866 -0.646 -0.006
O 0.862 2.999 -0.071
O 0.886 1.193 -0.084
Br 2.060 -1.167 -0.010
H -1.624 0.103 0.495
H -0.908 -1.478 0.713
H -0.927 -0.998 -0.984

Here is what natural (NBO) gives for the atomic charges, in e: number 1, C, carries 0.537; number 2, C, carries -0.726; number 3, O, carries -0.240; number 4, O, carries -0.398; number 5, Br, carries 0.039; number 6, H, carries 0.270; number 7, H, carries 0.258; number 8, H, carries 0.259


Version Q
This record from the Open Molecules 2025 dataset describes 2 unconnected molecules or ions with the total composition C2H3BrO2. The level of theory is ωB97M-V/def2-TZVPD.

- E_LUMO (alpha / beta): -0.03823 / -0.03819 hartree
- Net charge: 0
- Orbital gap (alpha / beta): 8.09 / 8.10 eV

Atoms and positions in Å:
C 0.699 -1.071 -0.298
C -0.343 -0.117 0.057
O 0.390 -0.579 1.049
O -0.032 2.239 -0.062
Br -2.110 0.070 -0.282
H 0.520 -2.104 -0.368
H 1.601 -0.864 -0.650
H -0.725 2.425 0.553

Here is what natural (NBO) gives for the atomic charges, in e: number 1, C, carries -0.127; number 2, C, carries 0.365; number 3, O, carries -0.396; number 4, O, carries -0.894; number 5, Br, carries 0.234; number 6, H, carries 0.194; number 7, H, carries 0.204; number 8, H, carries 0.419


Version R
This record from the Open Molecules 2025 dataset describes a single C2H3BrO2 molecule. The level of theory is ωB97M-V/def2-TZVPD.

- E_LUMO: 0.02974 hartree
- SMILES: O=COCBr
- Net charge: 0
- Orbital gap: 11.49 eV

Atoms and positions in Å:
O -1.858 -0.343 0.060
C -1.219 0.663 0.021
O 0.107 0.737 -0.025
C 0.797 -0.495 -0.020
Br 2.673 -0.093 0.001
H -1.627 1.685 0.011
H 0.554 -1.079 0.873
H 0.574 -1.075 -0.921

Here is what natural (NBO) gives for the atomic charges, in e: number 1, O, carries -0.571; number 2, C, carries 0.649; number 3, O, carries -0.510; number 4, C, carries -0.145; number 5, Br, carries 0.025; number 6, H, carries 0.129; number 7, H, carries 0.212; number 8, H, carries 0.211


Version S
This record from the Open Molecules 2025 dataset describes a single C2H3BrO2 molecule. The level of theory is ωB97M-V/def2-TZVPD.

- E_LUMO (alpha / beta): 0.00340 / 0.00342 hartree
- Net charge: 0
- Orbital gap (alpha / beta): 9.01 / 9.02 eV

Atoms and positions in Å:
C 0.211 0.714 0.233
C -0.798 -0.323 -0.099
O -0.012 1.330 -1.003
O -0.379 -1.412 -0.652
Br -2.588 0.122 0.017
H -0.055 1.284 1.018
H 1.105 0.120 0.230
H -0.961 -1.946 -1.196

Here is what natural (NBO) gives for the atomic charges, in e: number 1, C, carries -0.140; number 2, C, carries 0.420; number 3, O, carries -0.663; number 4, O, carries -0.616; number 5, Br, carries 0.135; number 6, H, carries 0.175; number 7, H, carries 0.174; number 8, H, carries 0.515


Quick one: most stable of them? version R


Version P
This record from the Open Molecules 2025 dataset describes a single C4H5N3 molecule. The level of theory is ωB97M-V/def2-TZVPD.

- E_LUMO (alpha / beta): 0.03069 / -0.11599 hartree
- Spin multiplicity: 3
- Net charge: 0
- Orbital gap (alpha / beta): 8.48 / 8.43 eV

Atoms and positions in Å:
C 0.481 -1.174 -1.222
C 0.795 0.945 0.062
C -1.307 -0.276 0.273
C 0.204 -0.473 0.099
N 0.737 -1.663 -2.250
N 0.749 1.703 1.312
N 1.856 1.286 0.968
H 0.798 1.303 -0.994
H -1.660 0.394 -0.551
H -1.899 -1.321 0.300
H -1.557 0.327 1.147
H 0.804 -1.052 0.856

Here is what natural (NBO) gives for the atomic charges, in e: number 1, C, carries 0.271; number 2, C, carries 0.158; number 3, C, carries -0.608; number 4, C, carries -0.377; number 5, N, carries -0.303; number 6, N, carries -0.174; number 7, N, carries -0.161; number 8, H, carries 0.215; number 9, H, carries 0.224; number 10, H, carries 0.242; number 11, H, carries 0.241; number 12, H, carries 0.274


Version Q
This record from the Open Molecules 2025 dataset describes 2 unconnected molecules or ions with the total composition C4H5N3. The level of theory is ωB97M-V/def2-TZVPD.

- E_LUMO (alpha / beta): 0.01160 / -0.05956 hartree
- Spin multiplicity: 3
- Net charge: 0
- Orbital gap (alpha / beta): 8.42 / 10.08 eV

Atoms and positions in Å:
C 1.865 0.513 0.089
C 1.160 -1.723 0.427
C -0.736 0.298 1.410
C 1.264 -0.601 -0.411
N 2.236 1.436 0.655
N 1.149 -2.732 0.992
N 1.028 -0.682 -1.755
H -1.423 -0.505 1.361
H 0.187 0.191 2.046
H -1.203 1.324 1.294
H 0.290 -1.437 -1.994
H 1.041 0.176 -2.336

Here is what natural (NBO) gives for the atomic charges, in e: number 1, C, carries 0.208; number 2, C, carries 0.222; number 3, C, carries -0.523; number 4, C, carries -0.026; number 5, N, carries -0.256; number 6, N, carries -0.259; number 7, N, carries -0.718; number 8, H, carries 0.162; number 9, H, carries 0.181; number 10, H, carries 0.177; number 11, H, carries 0.413; number 12, H, carries 0.419


Quick one: most stable of them? version Q


Version P
This record from the Open Molecules 2025 dataset describes 2 unconnected molecules or ions with the total composition C5H14NO. The level of theory is ωB97M-V/def2-TZVPD.

- E_LUMO: -0.18371 hartree
- Net charge: +1
- Orbital gap: 9.75 eV

Atoms and positions in Å:
C -1.658 1.839 -0.417
C -1.902 0.392 -0.216
C -0.776 -0.090 0.587
C 0.535 0.005 -0.156
C 1.614 -1.351 -1.754
N 0.552 -0.695 -1.416
H -2.574 2.488 -0.576
H -1.199 2.505 0.314
H -1.117 2.160 -1.357
H -2.870 0.156 0.230
H -1.971 -0.078 -1.285
H -0.565 0.391 1.572
H -0.872 -1.197 0.956
H 0.788 1.020 -0.392
H 1.430 -0.385 0.542
H 1.724 -1.896 -2.832
H 2.401 -1.432 -1.049
H -0.178 -0.594 -2.141
H 2.281 -0.555 2.602
H 0.993 -0.574 3.525
O 1.373 -0.240 2.692

Here is what natural (NBO) gives for the atomic charges, in e: number 1, C, carries -0.669; number 2, C, carries -0.425; number 3, C, carries -0.424; number 4, C, carries -0.249; number 5, C, carries 0.125; number 6, N, carries -0.395; number 7, H, carries 0.249; number 8, H, carries 0.234; number 9, H, carries 0.207; number 10, H, carries 0.250; number 11, H, carries 0.176; number 12, H, carries 0.271; number 13, H, carries 0.219; number 14, H, carries 0.238; number 15, H, carries 0.253; number 16, H, carries 0.255; number 17, H, carries 0.219; number 18, H, carries 0.453; number 19, H, carries 0.483; number 20, H, carries 0.499; number 21, O, carries -0.970


Version Q
This record from the Open Molecules 2025 dataset describes 2 unconnected molecules or ions with the total composition C5H14NO. The level of theory is ωB97M-V/def2-TZVPD.

- E_LUMO: -0.20836 hartree
- Net charge: +1
- Orbital gap: 8.26 eV

Atoms and positions in Å:
C -0.336 -1.005 1.296
C -0.836 0.474 1.149
C -1.101 1.172 -0.254
C 0.171 0.894 -1.149
C 1.846 2.727 -1.257
N 1.241 1.724 -0.602
H -0.126 -1.264 2.276
H -1.063 -1.755 0.791
H 0.606 -1.291 0.860
H -1.719 0.557 1.759
H -0.106 1.168 1.523
H -1.821 0.539 -0.793
H -1.393 2.231 -0.344
H 0.633 -0.049 -1.204
H -0.092 1.229 -2.213
H 2.086 3.454 -0.583
H 2.014 2.499 -2.322
H 1.307 1.597 0.405
H -0.404 -4.877 0.988
H -0.277 -5.343 -0.430
O -0.630 -4.679 0.101

Here is what natural (NBO) gives for the atomic charges, in e: number 1, C, carries -0.633; number 2, C, carries -0.399; number 3, C, carries -0.400; number 4, C, carries -0.243; number 5, C, carries 0.126; number 6, N, carries -0.389; number 7, H, carries 0.234; number 8, H, carries 0.241; number 9, H, carries 0.204; number 10, H, carries 0.242; number 11, H, carries 0.159; number 12, H, carries 0.241; number 13, H, carries 0.239; number 14, H, carries 0.238; number 15, H, carries 0.229; number 16, H, carries 0.226; number 17, H, carries 0.252; number 18, H, carries 0.434; number 19, H, carries 0.470; number 20, H, carries 0.472; number 21, O, carries -0.941


Version R
This record from the Open Molecules 2025 dataset describes 2 unconnected molecules or ions with the total composition C5H14NO. The level of theory is ωB97M-V/def2-TZVPD.

- E_LUMO: -0.18730 hartree
- Net charge: +1
- Orbital gap: 9.66 eV

Atoms and positions in Å:
C 0.179 -1.129 1.676
C -0.411 0.270 1.601
C -1.109 0.547 0.276
C -0.159 0.515 -0.915
C 1.171 2.522 -1.503
N 0.896 1.508 -0.782
H 0.617 -1.306 2.660
H -0.578 -1.905 1.569
H 1.015 -1.313 1.000
H -1.113 0.373 2.430
H 0.368 0.994 1.872
H -1.838 -0.243 0.103
H -1.638 1.501 0.323
H 0.242 -0.495 -1.039
H -0.677 0.660 -1.866
H 1.911 3.193 -1.103
H 0.868 2.449 -2.544
H 1.238 1.573 0.180
H 0.188 -3.724 -0.978
H -0.704 -2.973 -1.947
O -0.467 -3.019 -1.015

Here is what natural (NBO) gives for the atomic charges, in e: number 1, C, carries -0.623; number 2, C, carries -0.414; number 3, C, carries -0.412; number 4, C, carries -0.265; number 5, C, carries 0.125; number 6, N, carries -0.363; number 7, H, carries 0.230; number 8, H, carries 0.232; number 9, H, carries 0.197; number 10, H, carries 0.243; number 11, H, carries 0.176; number 12, H, carries 0.252; number 13, H, carries 0.221; number 14, H, carries 0.269; number 15, H, carries 0.229; number 16, H, carries 0.235; number 17, H, carries 0.231; number 18, H, carries 0.433; number 19, H, carries 0.483; number 20, H, carries 0.474; number 21, O, carries -0.951


Quick one: most stable of them? version R